No. 1
Computed, not measured: a 2-piece molecular cluster, C5H8S2 overall in a non-equilibrium geometry, with ωB97M-V/def2-TZVPD.

orbital gap (alpha / beta): 6.6 / 5.7 eV
relative energy (zero: lowest compared OMol25 entry of this formula, charge and spin): 140.8 kJ/mol
E_HOMO (alpha / beta): -6.4 / -9.2 eV
E: -991.50092 Eh
<S²>: 2.005
multiplicity: 3

Each line ends with the Löwdin charge.
Cartesian coordinates (Å):
S (-2.375, -2.628, -0.562)  0.69
S (-2.675, -1.300, -3.352)  0.69
C (-2.513, -2.053, -2.017)  -1.34
C (0.710, -0.858, 0.840)  -0.09
C (-0.707, 0.963, -0.052)  0.00
C (1.688, 1.497, 0.598)  -0.09
C (0.474, 0.630, 0.474)  -0.45
H (-1.655, 0.424, -0.061)  0.03
H (1.617, -1.308, 0.340)  0.10
H (1.223, 2.577, 0.512)  0.11
H (-0.857, 2.069, -0.466)  0.10
H (2.297, 1.372, -0.332)  0.09
H (-0.071, -1.542, 0.603)  -0.02
H (0.627, -0.963, 1.966)  0.10
H (2.217, 1.119, 1.509)  0.09

No. 2
Computed, not measured: an isolated molecule of C3H7NO2, with ωB97M-V/def2-TZVPD.

orbital gap: 7.5 eV
relative energy (zero: lowest compared OMol25 entry of this formula, charge and spin): 389.9 kJ/mol
E_HOMO: -7.1 eV
E: -323.63245 Eh
multiplicity: 1

Each line ends with the Löwdin charge.
Cartesian coordinates (Å):
O (0.895, 0.654, 0.061)  -0.01
O (0.272, -1.490, 0.422)  0.15
N (-1.298, 0.218, 0.601)  0.00
C (0.035, -0.317, 0.352)  -0.53
C (2.229, 0.192, -0.227)  -0.02
C (-2.475, -0.081, -0.441)  -0.11
H (-1.625, -0.207, 1.467)  0.15
H (2.218, -0.446, -1.113)  0.10
H (-2.246, 0.613, -1.266)  -0.04
H (-2.193, -1.081, -0.805)  -0.03
H (-1.263, 1.227, 0.735)  0.15
H (2.821, 1.089, -0.404)  0.10
H (2.629, -0.372, 0.620)  0.10

No. 3
Computed, not measured: an isolated molecule of C18H25FN2O2, with ωB97M-V/def2-TZVPD.

SMILES: CCCCCC(=O)N1CCN(c2ccc(C(C)=O)cc2F)CC1
orbital gap: 8.6 eV
relative energy (zero: lowest compared OMol25 entry of this formula, charge and spin): 120.3 kJ/mol
E_HOMO: -8.2 eV
E: -1060.76747 Eh
multiplicity: 1

Each line ends with the Löwdin charge.
Cartesian coordinates (Å):
F (1.011, 2.079, -2.437)  0.05
O (1.065, -1.282, 1.751)  0.06
O (-3.540, 2.335, -0.560)  0.07
N (2.786, 1.470, -0.308)  -0.08
N (2.795, -0.974, 0.357)  -0.06
C (0.547, 1.952, -1.162)  -0.18
C (0.853, 1.701, 1.173)  -0.01
C (-1.368, 2.037, 0.290)  -0.18
C (3.237, 0.654, -1.420)  -0.11
C (-3.802, -2.554, 0.035)  -0.11
C (-3.426, 1.936, 1.785)  -0.01
C (-0.804, 2.109, -0.985)  0.06
C (-0.840, -1.698, -0.172)  -0.20
C (3.518, -0.207, 1.351)  -0.11
C (1.495, -1.305, 0.615)  -0.45
C (3.656, 1.251, 0.829)  -0.12
C (-0.501, 1.865, 1.367)  -0.02
C (-2.838, 2.132, 0.408)  -0.42
C (3.380, -0.825, -0.953)  -0.11
C (-1.754, -1.968, -1.364)  -0.22
C (1.434, 1.679, -0.104)  -0.15
C (0.636, -1.710, -0.568)  -0.10
C (-3.223, -1.671, -1.065)  -0.26
H (4.204, 1.040, -1.755)  0.12
H (-3.313, -2.361, 0.986)  0.06
H (-1.075, -0.719, 0.249)  0.10
H (-3.327, -0.621, -0.782)  0.09
H (1.464, 1.540, 2.044)  0.11
H (-4.865, -2.357, 0.153)  0.07
H (2.549, 0.719, -2.255)  0.11
H (3.443, 1.979, 1.610)  0.12
H (4.677, 1.429, 0.479)  0.12
H (-3.117, 0.976, 2.192)  0.09
H (-0.877, 1.832, 2.377)  0.11
H (2.918, -1.511, -1.661)  0.11
H (0.930, -2.707, -0.905)  0.13
H (4.502, -0.655, 1.517)  0.12
H (-1.000, -2.440, 0.611)  0.12
H (-1.439, 2.288, -1.839)  0.13
H (0.786, -1.009, -1.391)  0.11
H (-3.673, -3.605, -0.213)  0.07
H (-3.084, 2.725, 2.452)  0.09
H (-3.800, -1.821, -1.980)  0.11
H (4.438, -1.094, -0.867)  0.12
H (-4.510, 1.970, 1.718)  0.08
H (-1.649, -3.009, -1.679)  0.11
H (2.944, -0.260, 2.276)  0.11
H (-1.442, -1.335, -2.199)  0.11

> The highest E belongs to which entry?

C3H7NO2